14
Properties=species:S:1:pos:R:3:forces:R:3:nbo_charge:R:1 method="wB97M-V/def2-TZVPD" relative_energy_kj_mol=364.55 energy_ha=-419.70055 homo_lumo_gap_ev=10.65
C -0.532 -0.756 -0.434 0.2 0.0 -1.1 -0.05
C 0.896 -1.035 0.034 -0.4 1.3 0.6 0.08
C 1.694 0.053 -0.821 -3.2 -1.3 -0.8 -0.43
C 0.920 0.941 0.121 2.4 3.4 3.1 -0.02
C -0.491 0.684 -0.102 -1.9 3.9 -2.5 0.57
H -2.268 -0.290 -0.185 1.1 -2.5 1.9 0.49
H -0.810 -0.971 -1.460 1.4 0.1 -1.0 0.18
H 1.217 -2.039 0.203 0.3 -0.5 0.4 0.22
H 2.765 0.079 -0.662 0.0 -0.1 -0.5 0.25
H 1.159 0.082 -1.877 2.2 0.1 1.6 0.22
H 1.370 1.997 0.484 -1.4 -2.4 -0.9 0.23
O -1.676 -1.100 0.196 -3.8 0.0 0.7 -0.69
O 0.881 -0.074 1.241 1.3 -0.8 -1.7 -0.49
O -1.498 1.402 -0.099 1.9 -1.2 0.3 -0.55